1.
The following is a DFT calculation (ωB97M-V with the def2-TZVPD basis set) of a cluster of 13 separate species, C70H179N13O22 in total at a distorted geometry.

Output
**HOMO level**: -7.881 eV
**Kohn-Sham gap**: 8.5 eV

```
! RIJCOSX wB97M-V def2-TZVPD def2/J DEFGRID3
* xyz 0 1
C -3.620 -4.728 -3.193
O -4.696 -4.987 -2.360
C -5.942 -5.259 -3.024
C -7.039 -5.344 -1.965
N -7.434 -4.080 -1.381
C -8.277 -3.225 -2.163
C -8.658 -2.024 -1.376
O -7.544 -1.128 -1.472
C -7.564 -0.077 -0.539
H -3.822 -3.815 -3.765
H -3.481 -5.547 -3.954
H -2.664 -4.600 -2.637
H -5.952 -6.133 -3.661
H -6.166 -4.462 -3.754
H -6.723 -6.023 -1.203
H -7.922 -5.803 -2.455
H -6.662 -3.666 -0.857
H -9.161 -3.878 -2.526
H -7.796 -2.934 -3.071
H -8.806 -2.310 -0.350
H -9.586 -1.567 -1.719
H -8.403 0.662 -0.723
H -6.626 0.480 -0.648
H -7.613 -0.413 0.509
C 5.071 7.666 0.955
O 3.946 6.798 0.852
C 3.975 5.573 1.531
C 2.603 4.969 1.506
N 1.683 5.483 2.420
C 0.444 4.798 2.632
C -0.397 4.919 1.417
O -1.722 4.511 1.766
C -2.544 4.472 0.649
H 5.126 8.337 1.829
H 5.105 8.305 0.085
H 6.010 7.140 0.952
H 4.284 5.608 2.618
H 4.691 4.859 1.057
H 2.776 3.942 1.698
H 2.248 5.087 0.469
H 2.061 6.135 3.132
H -0.105 5.254 3.486
H 0.522 3.708 2.798
H -0.086 4.274 0.642
H -0.401 5.945 1.216
H -2.551 5.449 0.127
H -3.573 4.256 0.955
H -2.137 3.769 -0.108
C 3.335 -1.690 4.674
O 2.511 -0.804 3.915
C 1.994 0.246 4.684
C 2.967 1.390 4.832
N 2.264 2.621 5.125
C 3.205 3.754 5.048
C 2.622 4.952 5.728
O 3.194 6.200 5.375
C 4.436 6.475 5.978
H 4.143 -1.138 5.150
H 3.795 -2.386 3.984
H 2.754 -2.277 5.403
H 1.619 -0.128 5.646
H 1.140 0.704 4.216
H 3.546 1.470 3.899
H 3.700 1.080 5.598
H 1.603 2.568 5.915
H 3.485 3.954 3.994
H 4.141 3.447 5.547
H 2.649 4.719 6.790
H 1.566 5.071 5.383
H 5.241 5.796 5.728
H 4.360 6.501 7.067
H 4.658 7.484 5.664
C -5.031 3.860 -4.900
O -3.777 4.454 -4.775
C -3.743 5.575 -3.876
C -2.300 5.889 -3.565
N -1.723 4.769 -2.876
C -0.329 4.798 -2.622
C 0.008 3.420 -2.152
O -0.204 2.582 -3.248
C 0.112 1.259 -3.084
H -4.967 3.025 -5.591
H -5.804 4.532 -5.273
H -5.392 3.515 -3.943
H -4.333 5.331 -2.980
H -4.223 6.439 -4.374
H -2.241 6.742 -2.904
H -1.755 6.112 -4.480
H -1.899 3.946 -3.443
H -0.111 5.532 -1.848
H 0.307 5.022 -3.531
H -0.637 3.154 -1.309
H 1.053 3.406 -1.730
H 1.108 1.048 -2.635
H 0.086 0.813 -4.072
H -0.646 0.739 -2.454
C -1.805 1.354 1.596
O -0.621 1.385 0.862
C 0.498 0.949 1.555
C 1.665 0.866 0.547
N 1.553 -0.194 -0.519
C 1.428 -1.527 -0.037
C 1.182 -2.390 -1.274
O 0.074 -1.775 -1.980
C -0.211 -2.159 -3.288
H -2.588 1.672 0.922
H -1.762 1.964 2.537
H -2.053 0.325 1.915
H 0.254 0.003 2.007
H 0.802 1.641 2.348
H 2.640 0.725 1.061
H 1.820 1.870 0.044
H 0.700 0.112 -1.020
H 0.634 -1.667 0.738
H 2.315 -1.879 0.491
H 0.978 -3.414 -1.009
H 2.055 -2.308 -1.916
H -0.210 -3.278 -3.483
H 0.597 -1.777 -3.939
H -1.129 -1.655 -3.689
C 0.644 -6.241 -3.803
O 0.075 -5.599 -2.682
C 0.090 -6.400 -1.535
C 1.485 -6.630 -1.026
N 2.263 -5.390 -0.802
C 3.518 -5.595 -0.075
C 4.113 -4.287 0.337
O 4.626 -3.667 -0.800
C 5.148 -2.368 -0.498
H 1.656 -6.699 -3.628
H 0.751 -5.554 -4.594
H 0.104 -7.123 -4.155
H -0.374 -7.364 -1.674
H -0.501 -5.957 -0.737
H 2.070 -7.383 -1.601
H 1.367 -7.037 0.025
H 2.445 -4.864 -1.640
H 4.254 -6.186 -0.662
H 3.157 -6.100 0.821
H 4.958 -4.558 0.997
H 3.475 -3.597 0.904
H 4.420 -1.676 -0.091
H 5.577 -1.915 -1.365
H 6.028 -2.506 0.156
C 4.009 3.067 -5.586
O 4.311 1.783 -5.038
C 3.138 1.018 -4.928
C 3.627 -0.424 -4.453
N 4.681 -0.972 -5.388
C 5.641 -1.913 -4.728
C 6.626 -2.461 -5.786
O 7.695 -1.548 -5.801
C 8.765 -1.958 -6.590
H 3.420 3.635 -4.871
H 3.420 3.059 -6.486
H 4.945 3.600 -5.811
H 2.540 1.073 -5.876
H 2.471 1.497 -4.155
H 2.787 -1.099 -4.301
H 4.089 -0.274 -3.502
H 5.190 -0.201 -5.805
H 5.108 -2.740 -4.292
H 6.235 -1.437 -3.943
H 6.109 -2.589 -6.753
H 7.012 -3.425 -5.445
H 8.938 -2.985 -6.303
H 9.647 -1.344 -6.330
H 8.598 -1.891 -7.675
C -6.992 -0.750 7.164
O -7.327 0.405 6.463
C -6.842 0.450 5.136
C -7.169 1.926 4.719
N -7.208 2.143 3.302
C -5.884 2.063 2.701
C -5.956 2.497 1.283
O -6.000 3.899 1.283
C -6.194 4.457 -0.011
H -7.661 -1.601 6.907
H -7.091 -0.551 8.239
H -5.964 -1.111 6.959
H -7.340 -0.306 4.491
H -5.730 0.356 5.086
H -6.530 2.594 5.298
H -8.154 2.149 5.119
H -7.574 3.095 3.140
H -5.498 1.014 2.728
H -5.140 2.761 3.165
H -6.857 2.107 0.826
H -5.074 2.124 0.776
H -6.052 5.528 0.087
H -7.176 4.260 -0.439
H -5.425 4.078 -0.680
C 0.725 -3.407 7.865
O 0.100 -2.690 6.848
C -1.273 -2.882 6.899
C -1.938 -1.954 5.987
N -1.706 -0.579 6.351
C -2.438 0.244 5.363
C -2.532 1.698 5.745
O -1.266 2.284 5.602
C -1.371 3.673 5.344
H 1.805 -3.445 7.720
H 0.390 -4.450 7.984
H 0.554 -2.917 8.818
H -1.680 -2.705 7.914
H -1.452 -3.952 6.682
H -2.996 -2.209 6.054
H -1.615 -2.233 4.989
H -0.710 -0.373 6.412
H -3.464 -0.128 5.331
H -1.991 0.169 4.380
H -2.877 1.734 6.784
H -3.282 2.163 5.089
H -1.918 4.170 6.175
H -1.930 3.852 4.434
H -0.427 4.139 5.214
C -0.032 -3.164 3.443
C 1.119 -3.828 2.782
C 1.735 -4.907 3.700
O 2.920 -5.433 3.033
C 3.404 -6.682 3.513
N 0.717 -4.412 1.520
H 0.193 -2.966 4.466
H -0.936 -3.749 3.503
H -0.382 -2.201 2.979
H 1.880 -3.078 2.730
H 1.014 -5.733 3.881
H 1.950 -4.632 4.747
H 2.662 -7.434 3.267
H 3.668 -6.699 4.606
H 4.292 -6.860 2.846
H 1.495 -4.458 0.844
H 0.078 -3.717 1.139
C 1.460 -3.937 -8.377
C 2.414 -2.791 -7.935
C 1.646 -1.509 -7.742
O 0.718 -1.630 -6.679
C -0.142 -0.500 -6.528
N 3.034 -3.174 -6.712
H 1.041 -3.804 -9.388
H 0.670 -3.984 -7.652
H 2.036 -4.829 -8.352
H 3.164 -2.548 -8.659
H 1.131 -1.209 -8.637
H 2.323 -0.671 -7.568
H -0.808 -0.626 -5.623
H -0.786 -0.448 -7.379
H 0.440 0.411 -6.364
H 3.560 -2.369 -6.435
H 2.314 -3.302 -6.013
C -2.838 -2.720 1.029
C -3.729 -1.640 0.367
C -2.970 -0.828 -0.617
O -3.826 0.337 -0.809
C -3.451 1.288 -1.755
N -4.935 -2.262 -0.275
H -3.502 -3.264 1.644
H -2.006 -2.402 1.658
H -2.406 -3.374 0.287
H -4.018 -0.936 1.141
H -2.799 -1.361 -1.594
H -1.977 -0.523 -0.293
H -4.204 2.101 -1.749
H -3.503 0.836 -2.770
H -2.462 1.770 -1.630
H -5.445 -1.648 -0.915
H -4.659 -3.056 -0.848
C 6.443 3.493 -2.236
C 6.158 2.095 -1.731
C 4.636 1.933 -1.182
O 4.377 2.806 -0.088
C 4.938 2.271 1.089
N 6.430 1.107 -2.760
H 7.485 3.561 -2.580
H 6.284 4.233 -1.443
H 5.814 3.700 -3.125
H 6.824 1.754 -0.940
H 4.343 0.922 -0.899
H 3.925 2.190 -2.014
H 4.688 1.185 1.239
H 4.560 2.817 1.948
H 6.017 2.441 1.108
H 6.004 1.292 -3.640
H 7.423 0.984 -2.863
*
```

2.
The following is a DFT calculation (ωB97M-V with the def2-TZVPD basis set) of a structure of composition C32H59BaN4OP2S at a distorted geometry.

Output
**HOMO level**: -7.798 eV
**Kohn-Sham gap**: 5.7 eV

```
! RIJCOSX wB97M-V def2-TZVPD def2/J DEFGRID3
* xyz 1 1
C 1.617 -1.027 2.528
C 1.257 1.264 2.812
C 2.359 -1.103 3.717
C 1.890 1.206 4.093
C 2.457 0.026 4.530
H 2.796 -2.053 3.982
H 1.938 2.120 4.667
H 2.964 -0.035 5.488
N 1.065 0.112 2.084
P -0.163 -2.518 0.867
P 0.365 2.789 0.619
C 1.473 -2.318 1.685
H 2.240 -2.297 0.896
H 1.681 -3.196 2.316
C 0.831 2.534 2.287
H 0.816 3.356 3.009
C 1.934 3.293 -0.360
C -1.118 4.006 0.405
C -0.051 -3.704 -0.668
C -1.338 -3.058 2.249
C 1.722 2.980 -1.859
H 0.964 3.626 -2.320
H 2.671 3.146 -2.393
H 1.436 1.929 -2.026
C 2.221 4.779 -0.127
H 1.474 5.433 -0.601
H 2.285 5.012 0.947
H 3.195 5.014 -0.582
C 3.095 2.437 0.178
H 3.995 2.615 -0.432
H 3.334 2.699 1.216
H 2.859 1.366 0.130
C -1.281 4.372 -1.086
H -1.392 3.477 -1.724
H -2.196 4.972 -1.221
H -0.444 4.962 -1.479
C -2.422 3.326 0.864
H -2.726 2.495 0.206
H -2.368 2.953 1.893
H -3.245 4.059 0.820
C -0.847 5.218 1.299
H 0.082 5.741 1.039
H -1.675 5.934 1.199
H -0.788 4.920 2.356
C -2.778 -2.971 1.685
H -3.492 -3.290 2.461
H -3.037 -1.934 1.407
H -2.924 -3.611 0.802
C -1.198 -2.065 3.427
H -0.252 -2.215 3.969
H -1.259 -1.016 3.099
H -2.023 -2.233 4.138
C -0.994 -4.472 2.731
H -1.504 -4.640 3.693
H -1.342 -5.248 2.038
H 0.089 -4.596 2.897
C 1.428 -3.910 -1.021
H 1.975 -4.435 -0.225
H 1.500 -4.515 -1.940
H 1.935 -2.958 -1.224
C -0.746 -2.977 -1.847
H -0.212 -2.059 -2.157
H -0.754 -3.636 -2.729
H -1.799 -2.719 -1.638
C -0.717 -5.064 -0.429
H -0.199 -5.637 0.353
H -1.786 -4.982 -0.181
H -0.646 -5.641 -1.366
Ba -0.798 0.160 -0.530
C -2.775 0.323 1.963
O -3.703 0.542 2.601
N 1.687 -0.492 -1.056
C 2.587 -0.551 -1.797
C 3.734 -0.745 -2.725
C 4.883 0.145 -2.224
C 4.113 -2.233 -2.651
C 3.269 -0.350 -4.140
H 4.594 1.209 -2.270
H 5.121 -0.107 -1.175
H 5.787 0.003 -2.828
H 3.280 -2.856 -3.020
H 5.000 -2.446 -3.259
H 4.326 -2.519 -1.606
H 4.068 -0.495 -4.875
H 2.402 -0.967 -4.440
H 2.958 0.710 -4.164
C -5.485 -1.456 -0.880
N -4.187 -1.096 -1.449
C -3.892 0.116 -2.030
S -2.555 0.292 -3.081
N -4.633 1.174 -1.626
C -4.387 2.535 -2.112
H -5.989 -0.587 -0.455
H -5.315 -2.177 -0.078
H -6.115 -1.913 -1.649
H -3.704 -1.864 -1.933
H -5.555 0.999 -1.229
H -4.395 3.256 -1.281
H -3.398 2.537 -2.598
H -5.153 2.816 -2.850
*
```

3.
The following is a DFT calculation (ωB97M-V with the def2-TZVPD basis set) of a cluster of 2 separate species, C4H12NO3 in total at a distorted geometry.

Output
**HOMO level**: -3.047 eV
**Kohn-Sham gap**: 6.8 eV

```
! RIJCOSX wB97M-V def2-TZVPD def2/J DEFGRID3
* xyz -1 1
C -0.163 0.094 -0.356
C 0.209 1.595 -0.252
C -0.906 2.492 0.180
O -1.326 2.418 1.565
N -0.136 -0.527 1.010
C -0.481 -2.066 0.970
O 0.123 -2.635 -0.045
H -1.127 -0.146 -0.811
H 0.736 -0.413 -0.697
H 1.129 1.548 0.345
H 0.460 1.990 -1.274
H -0.568 3.552 0.217
H -1.828 2.295 -0.363
H -0.923 1.665 2.017
H 0.790 -0.428 1.424
H 0.003 -2.334 1.956
H -1.595 -2.082 0.966
H 1.739 -1.115 -1.891
H 2.087 -2.199 -2.805
O 2.245 -1.256 -2.706
*
```

4.
The following is a DFT calculation (ωB97M-V with the def2-TZVPD basis set) of a cluster of 5 separate species, C6H19NO4 in total at a distorted geometry.

Output
**HOMO level (spin up / spin down)**: 0.598 / -5.225 eV
**Kohn-Sham gap (spin up / spin down)**: 2.6 / 8.6 eV

```
! RIJCOSX wB97M-V def2-TZVPD def2/J DEFGRID3
* xyz -1 2
C -0.120 0.258 -2.130
C 0.488 0.288 -0.761
C 0.039 1.109 0.202
N -1.310 1.590 0.349
C 1.827 -0.431 -0.605
C 1.602 -1.731 0.065
C 1.589 -1.914 1.380
H 0.444 0.984 -2.720
H -0.226 -0.739 -2.602
H -1.158 0.582 -2.233
H 0.606 1.320 1.095
H -1.576 2.165 -0.438
H -1.404 2.162 1.190
H 2.527 0.203 -0.019
H 2.306 -0.421 -1.583
H 1.491 -2.632 -0.549
H 1.222 -2.755 1.933
H 1.928 -1.078 1.985
H 2.823 2.208 -0.379
H 1.467 2.465 -1.014
O 2.405 2.727 -1.094
H -0.937 -0.397 2.511
H -0.838 0.920 3.248
O -0.437 0.049 3.236
H -2.116 -0.100 0.993
H -2.024 -1.625 0.799
O -2.351 -0.963 1.407
H -3.516 -1.637 -1.273
H -2.165 -1.127 -1.894
O -2.585 -1.479 -1.102
*
```

Results for ΔE to the lowest compared entry with this formula, charge and spin: 69.0, 58.0, 178.3, 43.5 (in kJ/mol, following the order of the records).